Molecular formula: C29H28BCl4NOSi
Method: DFT, ωB97M-V/def2-TZVPD

Calculated values
* multiplicity: 1
* DFT total energy: -92711.54510 eV
* LUMO level: 0.27 eV
* highest occupied orbital energy: -9.0 eV
* relative energy (zero: lowest compared OMol25 entry of this formula, charge and spin): 6.8 kJ/mol

Atoms and positions in Å:
C 1.27622 0.59530 -3.55193
C 1.07996 3.20929 0.61005
H 0.43925 -3.32850 -1.14579
C -2.79228 -0.79380 0.80874
H 3.92151 1.17069 4.35750
C -0.79537 -5.10435 -1.54532
Cl -3.91223 -1.82990 -4.05806
C 0.71593 3.90765 1.77532
Cl -2.30092 0.76625 -3.56589
H 0.81367 5.76829 2.84655
Cl -2.37427 -7.24125 -1.95874
H -1.33456 1.78207 -0.12625
Cl -0.80698 -1.80764 -4.00606
H 0.40669 -1.23579 1.77681
C -3.17614 -4.84175 -0.96664
H 0.16220 3.39253 2.56457
C -0.54968 -3.81321 -1.09587
C -1.73587 1.15485 1.89581
H 0.70872 0.82352 -4.44868
C 2.65783 -0.01716 -1.20312
H -3.73863 -2.82208 -0.28967
H -4.19116 -5.27069 -0.91702
H -0.00560 1.80842 -2.31687
N -1.72375 -0.32101 -0.07540
C 2.38598 -0.24587 -3.59912
H 0.01220 -5.70744 -1.97923
C -1.38302 -1.57649 -1.09706
C 1.78587 5.91138 0.92206
H -2.19348 2.14642 1.91883
C 1.62210 0.55632 1.92642
H 2.69287 -0.67945 -4.55037
H -2.42570 -0.65858 2.93586
C 3.14345 0.64277 3.80211
H 3.97518 -1.16178 -2.46704
H 3.03009 -1.00421 5.19421
H 3.20750 -0.23016 -0.28108
C -1.10235 0.92696 0.54841
C 3.08913 -0.53319 -2.42716
H 1.28760 -2.20834 3.86885
C 0.84895 1.13147 -2.33661
O -2.46658 -1.28972 -1.92055
C 2.64265 1.20932 2.63012
C -2.10171 -5.62588 -1.45423
C 1.50272 0.77250 -1.15275
H -0.25946 -1.35085 -1.61942
C -1.63433 -3.02737 -0.70315
C 2.11130 5.22849 -0.25015
C 1.07737 5.24927 1.92985
C -2.94159 -3.52637 -0.59568
H 2.65718 5.73514 -1.04661
H 2.07996 6.94937 1.05448
H -0.96045 1.17039 2.66425
H -2.73228 -1.86766 1.01643
B -2.39179 -1.10760 -3.33782
H 3.02613 2.16980 2.26854
C 1.67560 -1.25160 3.53409
Si 0.80937 1.35599 0.46070
C -2.73369 0.01432 2.11733
C 1.75729 3.89005 -0.41455
H -2.17809 0.15281 -0.94592
H -3.76615 -0.59397 0.31288
C 2.65211 -0.57480 4.26253
H -3.72243 0.40565 2.42236
H 2.01599 3.35173 -1.33150
C 1.15998 -0.70055 2.35563

Forces on the atoms, in the same order (eV/Å):
C -0.1 0.3 0.1
C -0.4 0.0 -0.1
H -0.5 -0.5 -0.2
C -1.9 0.6 0.9
H -0.2 -0.2 -0.1
C -0.2 -0.6 0.3
Cl 0.1 0.0 -0.2
C 0.3 0.3 -0.3
Cl -0.2 0.5 -0.2
H 0.0 0.0 -0.1
Cl -0.2 -0.3 -0.1
H -0.6 -0.7 0.1
Cl -0.1 -0.4 -0.4
H 0.1 0.1 0.2
C 0.1 -0.5 0.1
H 0.2 0.2 -0.1
C -0.4 -0.1 -0.1
C 0.2 0.2 0.6
H 0.2 -0.1 0.1
C -0.1 -0.2 -0.2
H 0.4 -1.0 -0.6
H 0.7 0.2 0.0
H 0.1 -0.2 -0.1
N -1.0 1.3 -2.3
C 0.0 0.1 0.2
H -0.5 0.2 0.3
C 1.7 1.3 -1.2
C -0.1 -0.4 0.0
H -0.2 -0.2 0.0
C 0.0 -0.2 -0.1
H 0.0 0.1 0.2
H 0.1 0.4 -0.3
C 0.2 0.2 0.0
H -0.1 0.1 0.0
H -0.1 0.2 -0.3
H -0.2 -0.1 -0.3
C 2.2 0.9 -1.1
C 0.0 0.1 0.0
H 0.2 0.1 0.1
C 0.3 -0.4 -0.3
O 0.7 -0.7 0.4
C -0.2 -0.3 0.2
C 0.4 1.3 0.3
C 0.1 0.2 0.1
H -3.2 -0.6 1.7
C 1.2 0.8 -0.2
C 0.1 0.1 -0.1
C -0.1 -0.2 -0.1
C 0.2 0.1 -0.1
H -0.1 -0.1 0.2
H -0.1 -0.2 0.0
H -0.1 -0.2 0.2
H 0.3 0.6 -0.1
B 0.3 0.2 -0.3
H -0.2 -0.3 0.2
C -0.3 0.0 -0.4
Si -0.1 -0.5 0.2
C -0.3 -0.2 0.6
C -0.1 0.0 0.3
H 0.4 -1.0 1.9
H 0.6 -0.3 0.2
C 0.0 -0.1 0.0
H 0.4 -0.3 -0.4
H 0.0 0.3 0.3
C 0.7 0.4 0.6